{
  "formula": "C40H49ClN6O3S3SiTa",
  "method": "ωB97M-V with the def2-TZVPD basis set",
  "symbols": ["Ta", "C", "C", "N", "N", "C", "S", "S", "C", "C", "C", "C", "C", "C", "C", "C", "C", "C", "C", "C", "C", "O", "H", "H", "H", "H", "H", "H", "H", "H", "H", "H", "H", "H", "H", "H", "S", "C", "C", "C", "C", "C", "N", "H", "H", "H", "H", "C", "C", "C", "C", "C", "O", "C", "C", "C", "C", "C", "C", "Cl", "C", "C", "C", "N", "C", "N", "C", "N", "H", "H", "H", "H", "H", "H", "H", "H", "H", "H", "H", "H", "H", "H", "H", "H", "H", "H", "H", "H", "H", "H", "C", "Si", "C", "C", "O", "H", "H", "H", "H", "H", "H", "H", "H", "H"],
  "coordinates": [[-1.1365, -1.7928, 0.6420], [-1.7176, 1.4492, 4.1505], [-1.0274, 0.5552, 3.1629], [-1.6953, 0.0901, 2.1472], [-3.0008, 0.4877, 2.0797], [-3.8699, -0.3952, 1.7724], [-3.4850, -2.0794, 1.4948], [-5.5629, 0.0923, 1.7861], [-6.1754, -1.0802, 3.0734], [-5.6130, -0.7326, 4.4194], [-4.5006, -1.4063, 4.9143], [-3.9534, -1.0519, 6.1399], [-4.5066, -0.0148, 6.8752], [-5.6184, 0.6601, 6.3881], [-6.1672, 0.3027, 5.1677], [0.3718, 0.2014, 3.3680], [1.1691, 0.9201, 4.2701], [2.4712, 0.5530, 4.5292], [3.0142, -0.5632, 3.8979], [2.2562, -1.2875, 3.0016], [0.9447, -0.9102, 2.7272], [0.2004, -1.6204, 1.8771], [-2.7600, 1.1596, 4.2460], [-1.2461, 1.4097, 5.1273], [-1.7041, 2.4783, 3.7808], [-7.2566, -0.9633, 3.0382], [-5.9061, -2.0855, 2.7580], [-4.0701, -2.2218, 4.3427], [-3.0979, -1.5938, 6.5243], [-4.0730, 0.2679, 7.8257], [-6.0619, 1.4614, 6.9646], [-7.0315, 0.8315, 4.7826], [0.7700, 1.8056, 4.7454], [3.0695, 1.1309, 5.2198], [4.0317, -0.8642, 4.1068], [2.6652, -2.1542, 2.4977], [-1.0390, -4.2372, 1.2886], [-1.7926, -4.5961, -0.2343], [-2.4185, -5.7966, -0.5551], [-2.9113, -5.9519, -1.8368], [-2.7654, -4.9187, -2.7585], [-2.1684, -3.7466, -2.3424], [-1.6998, -3.5833, -1.1051], [-2.5069, -6.5660, 0.1983], [-3.4079, -6.8698, -2.1224], [-3.1153, -5.0170, -3.7755], [-2.0466, -2.8995, -3.0064], [3.2536, 2.9931, -4.6974], [2.6551, 1.8005, -3.9327], [1.4105, 1.3590, -4.7215], [2.2357, 2.3254, -2.5581], [3.6948, 0.6189, -3.8913], [4.0743, 0.3629, -5.2511], [5.0257, 0.9092, -3.1368], [5.2576, 0.5579, -1.6526], [4.7798, 1.5992, -0.6778], [5.3325, 2.8787, -0.6796], [4.8446, 3.8748, 0.1500], [3.7867, 3.5893, 1.0006], [3.1521, 4.8214, 2.0391], [3.2428, 2.3183, 1.0394], [3.7547, 1.3298, 0.2157], [3.0835, -0.7884, -3.6065], [2.4449, -1.1833, -2.3520], [1.2079, -0.9593, -1.9019], [0.9743, -1.7170, -0.8409], [2.1431, -2.3874, -0.6570], [3.0459, -2.0940, -1.5546], [2.5604, 3.8324, -4.6306], [3.3925, 2.7681, -5.7556], [4.2022, 3.3287, -4.2752], [0.8124, 2.2322, -4.9851], [0.7655, 0.6892, -4.1489], [1.7045, 0.8586, -5.6439], [1.3528, 2.9583, -2.6717], [3.0241, 2.9355, -2.1203], [1.9981, 1.5359, -1.8525], [4.6392, 1.0799, -5.5549], [5.2544, 1.9685, -3.2694], [5.7770, 0.3551, -3.7025], [6.3380, 0.4506, -1.5276], [4.8270, -0.4049, -1.4073], [6.1615, 3.1025, -1.3417], [5.2765, 4.8664, 0.1316], [2.4195, 2.1057, 1.7046], [3.3285, 0.3331, 0.2658], [3.8931, -1.4990, -3.7552], [2.3621, -0.9550, -4.4034], [0.4804, -0.3102, -2.3561], [2.2955, -3.1186, 0.1196], [-2.0205, -0.1004, -3.5521], [-2.4202, 0.3748, -1.7685], [-4.2816, 0.5040, -1.6129], [-1.5442, 1.9493, -1.2194], [-1.8473, -0.7998, -0.7395], [-2.2396, 0.7521, -4.1990], [-2.6561, -0.9245, -3.8816], [-0.9828, -0.3882, -3.7282], [-4.6930, 1.0404, -2.4712], [-4.5689, 1.0552, -0.7198], [-4.7565, -0.4780, -1.5719], [-1.5736, 2.7213, -1.9910], [-0.4984, 1.7625, -0.9615], [-2.0373, 2.3524, -0.3315]],
  "mulliken_charge": [-0.02, -1.40, 0.84, 0.90, -0.99, 0.14, -0.48, 0.00, -1.40, 0.84, -0.14, -0.75, -0.49, -0.57, -0.43, 0.21, -0.75, -0.94, -0.56, -0.64, 0.63, -0.18, 0.20, 0.52, 0.29, 0.54, 0.50, 0.44, 0.44, 0.41, 0.40, 0.40, 0.48, 0.43, 0.47, 0.43, -0.47, 0.77, -0.85, -0.19, -0.99, -0.20, -0.12, 0.47, 0.43, 0.43, 0.34, -1.97, 2.63, -2.45, -1.19, 1.72, -0.69, -1.32, -1.37, -0.10, -0.27, -0.64, 0.15, -0.24, -0.71, 0.29, -2.60, 1.52, -0.10, -0.04, -0.98, -1.07, 0.48, 0.57, 0.34, 0.55, 0.43, 0.39, 0.65, 0.25, -0.32, 0.55, 0.21, 0.53, 0.47, 0.59, 0.47, 0.44, 0.58, 0.41, 0.38, 0.56, -0.20, 0.63, -1.52, 0.59, -1.15, -0.77, 1.62, 0.42, 0.51, 0.59, 0.46, 0.17, 0.34, 0.48, -0.02, 0.39],
  "orbital_gap_ev": 7.2,
  "homo_ev": -10.728,
  "total_charge": 1
}



{
  "formula": "C2AgFO",
  "method": "ωB97M-V with the def2-TZVPD basis set",
  "symbols": ["C", "C", "O", "F", "Ag"],
  "coordinates": [[-0.4114, -0.9085, -0.7170], [-0.3632, 0.3821, -0.1565], [0.1397, -0.6313, 0.7665], [-1.3780, 1.1056, 0.2662], [2.0128, 0.0521, -0.1591]],
  "mulliken_charge": [0.19, 0.40, -0.29, -0.10, 0.80],
  "orbital_gap_ev": [9.1, 8.9],
  "homo_ev": [-15.969, -16.886],
  "multiplicity": 2,
  "total_charge": 1
}



{
  "formula": "C8H13ClO3S",
  "method": "ωB97M-V with the def2-TZVPD basis set",
  "symbols": ["O", "Cl", "C", "C", "O", "O", "S", "C", "C", "C", "C", "C", "C", "H", "H", "H", "H", "H", "H", "H", "H", "H", "H", "H", "H", "H"],
  "coordinates": [[3.3610, -2.1143, -0.8112], [0.6105, 2.7307, 4.6169], [0.7389, 1.3801, 2.3863], [1.4755, 0.6058, 1.8339], [2.3661, 0.0684, -0.2930], [0.8925, -2.0935, -0.8492], [2.2498, -1.2512, -1.3168], [-0.1299, 2.3585, 3.0367], [2.3467, -0.3244, 1.0855], [-2.3584, 0.9448, -0.8875], [-0.1088, -2.0104, -1.8936], [-1.6083, -0.3314, -0.7017], [-0.7497, -0.6294, -1.9655], [-0.1705, 3.2901, 2.4416], [-1.1431, 1.9860, 3.1098], [1.9706, -1.3259, 1.2516], [3.3544, -0.3256, 1.5281], [-2.7878, 0.9746, -1.8865], [-3.1976, 1.0193, -0.1935], [-1.6810, 1.7923, -0.7614], [0.2510, -2.2823, -2.8628], [-0.9036, -2.6951, -1.6347], [-1.0014, -0.2728, 0.2045], [-2.3466, -1.0905, -0.5130], [-0.0204, 0.1585, -2.0733], [-1.4097, -0.5626, -2.8514]],
  "mulliken_charge": [-0.56, -0.18, 0.07, 0.26, -0.29, -0.28, 0.62, -0.55, -0.71, -1.34, -0.80, -0.12, -0.40, 0.30, 0.32, 0.37, 0.39, 0.37, 0.36, 0.29, 0.37, 0.39, 0.15, 0.32, 0.26, 0.40],
  "orbital_gap_ev": 10.8,
  "homo_ev": -10.109,
  "total_charge": 0
}



{
  "formula": "C37H46N4O4P3PtS",
  "method": "ωB97M-V with the def2-TZVPD basis set",
  "symbols": ["Pt", "N", "P", "C", "C", "C", "C", "C", "C", "C", "C", "C", "C", "C", "C", "P", "C", "C", "C", "C", "C", "C", "C", "C", "C", "C", "C", "C", "H", "H", "H", "H", "H", "H", "H", "H", "H", "H", "H", "H", "H", "H", "H", "H", "H", "H", "H", "H", "H", "C", "N", "C", "P", "O", "N", "C", "C", "N", "C", "C", "H", "H", "H", "H", "H", "H", "H", "H", "H", "H", "H", "H", "H", "H", "H", "H", "H", "H", "C", "C", "C", "C", "C", "C", "C", "S", "O", "O", "O", "H", "H", "H", "H", "H", "H", "H"],
  "coordinates": [[-0.2550, -0.6314, 0.9778], [0.8157, 1.7671, 2.2574], [-0.7105, 1.8292, 1.4719], [-1.6991, 2.8302, 2.6152], [-2.6515, 3.7107, 2.1053], [-3.3666, 4.5216, 2.9670], [-3.1479, 4.4492, 4.3341], [-2.2355, 3.5398, 4.8455], [-1.5208, 2.7191, 3.9913], [-0.3116, 3.0069, 0.1330], [-0.4443, 2.6368, -1.1977], [-0.0174, 3.5003, -2.1949], [0.5511, 4.7190, -1.8570], [0.6760, 5.0923, -0.5266], [0.2445, 4.2376, 0.4700], [1.6296, 0.2891, 2.0529], [2.2973, -0.0228, 3.7173], [1.8978, -1.1553, 4.4146], [2.3768, -1.3863, 5.6932], [3.2378, -0.4735, 6.2824], [3.6275, 0.6653, 5.5924], [3.1653, 0.8914, 4.3083], [3.1008, 0.6481, 1.0492], [4.2496, -0.1180, 1.2295], [5.3344, 0.0539, 0.3883], [5.2873, 1.0066, -0.6184], [4.1400, 1.7608, -0.8101], [3.0400, 1.5661, 0.0049], [1.0847, 2.4444, 2.9622], [-2.8181, 3.7651, 1.0391], [-4.0986, 5.2110, 2.5743], [-3.6964, 5.0955, 5.0023], [-2.0860, 3.4675, 5.9126], [-0.8283, 1.9889, 4.3863], [-0.8745, 1.6730, -1.4365], [-0.1202, 3.2190, -3.2327], [0.9095, 5.3797, -2.6318], [1.1144, 6.0442, -0.2630], [0.3457, 4.5125, 1.5104], [1.2042, -1.8389, 3.9447], [2.0809, -2.2762, 6.2285], [3.6062, -0.6476, 7.2814], [4.2980, 1.3743, 6.0541], [3.4783, 1.7662, 3.7543], [4.2934, -0.8326, 2.0418], [6.2220, -0.5460, 0.5225], [6.1498, 1.1689, -1.2458], [4.1000, 2.4981, -1.5968], [2.1354, 2.1327, -0.1502], [1.0537, -4.2773, -3.1890], [0.2069, -3.5443, -2.2695], [-0.7433, -2.6570, -2.9205], [0.7708, -3.0092, -0.7855], [1.0430, -1.5408, -0.7369], [-0.4471, -3.4601, 0.2901], [-1.5802, -4.2756, -0.1042], [-0.0698, -3.5464, 1.6905], [2.1376, -3.8642, -0.3879], [3.4146, -3.2020, -0.2622], [2.1284, -5.2695, -0.0469], [0.4275, -4.9278, -3.8041], [1.7554, -4.8919, -2.6333], [1.6186, -3.6146, -3.8525], [-1.4710, -3.2543, -3.4777], [-0.2384, -1.9750, -3.6132], [-1.2582, -2.0721, -2.1579], [-1.4539, -4.6169, -1.1294], [-2.5072, -3.7038, -0.0340], [-1.6682, -5.1532, 0.5389], [0.8972, -3.0486, 1.8237], [0.0311, -4.5917, 2.0123], [-0.8246, -3.0704, 2.3262], [3.3212, -2.1833, -0.6339], [4.1736, -3.7306, -0.8458], [3.7309, -3.1773, 0.7852], [1.1593, -5.6999, -0.2894], [2.3369, -5.4194, 1.0178], [2.9056, -5.7946, -0.6109], [-4.8501, -6.3340, 2.3930], [-4.5009, -4.8859, 2.3047], [-3.6074, -4.3333, 3.2133], [-3.2326, -3.0057, 3.1153], [-3.7339, -2.2317, 2.0869], [-4.6595, -2.7513, 1.2012], [-5.0585, -4.0712, 1.3237], [-2.9099, -0.6980, 1.7031], [-3.7602, 0.4521, 1.7798], [-1.7652, -0.6354, 2.6651], [-2.3733, -0.9649, 0.3446], [-4.1047, -6.8623, 2.9811], [-4.9107, -6.7750, 1.4019], [-5.8177, -6.4561, 2.8773], [-3.1895, -4.9596, 3.9873], [-2.5577, -2.5548, 3.8267], [-5.0512, -2.1170, 0.4224], [-5.7829, -4.4887, 0.6397]],
  "mulliken_charge": [3.31, 0.22, -0.44, 0.44, -0.58, -0.70, -0.49, -0.76, -0.53, 0.31, -0.22, -0.68, -0.51, -0.81, -0.38, 0.30, 0.40, -0.16, -0.66, -0.51, -0.86, -0.47, 0.63, -1.15, -0.65, -0.54, -0.73, -0.04, 0.43, 0.45, 0.43, 0.41, 0.44, 0.48, 0.46, 0.45, 0.42, 0.44, 0.39, 0.33, 0.44, 0.41, 0.43, 0.47, 0.56, 0.46, 0.42, 0.48, 0.03, -1.04, 0.23, -0.83, 0.58, -1.18, 1.00, -1.04, -0.84, 0.64, -1.07, -1.27, 0.33, 0.34, 0.30, 0.30, 0.33, 0.12, 0.48, -0.03, 0.32, 0.36, 0.56, -0.50, 0.24, 0.34, 0.30, 0.34, 0.28, 0.42, -1.67, 0.97, -0.83, -0.60, 0.09, -0.89, -0.61, 1.25, -0.68, -0.78, -0.90, 0.37, 0.39, 0.38, 0.39, 0.69, 0.47, 0.41],
  "orbital_gap_ev": [6.7, 6.6],
  "homo_ev": [-10.038, -10.332],
  "total_charge": 1
}



{
  "formula": "C11H20CoN2OP",
  "method": "ωB97M-V with the def2-TZVPD basis set",
  "symbols": ["C", "C", "C", "C", "C", "Co", "P", "H", "H", "H", "H", "H", "H", "H", "H", "C", "N", "C", "C", "C", "N", "C", "C", "O", "H", "H", "H", "H", "H", "H", "H", "H", "H", "H", "H", "H"],
  "coordinates": [[-1.0763, 1.3772, -0.2796], [0.2280, 1.8660, -0.5934], [0.9860, 2.1210, 0.5785], [0.1215, 1.8309, 1.6751], [-1.2000, 1.4685, 1.1429], [0.0695, 0.1753, 0.7096], [0.5200, -1.2756, -1.0391], [-1.9265, 1.1287, -0.9579], [0.5032, 2.2004, -1.5966], [1.8961, 2.6806, 0.6508], [-2.0953, 1.4921, 1.6898], [0.4085, 2.0491, 2.6573], [1.6736, -1.8890, -0.4348], [1.2792, -0.5292, -1.9899], [0.0304, -2.3073, -1.8797], [1.3841, -3.5010, 1.7410], [-0.0217, -3.8175, 1.6922], [-0.2755, -5.1403, 1.1662], [-1.7404, -5.4843, 1.4844], [-2.4476, -4.5123, 0.5270], [-2.1699, -3.1427, 0.9222], [-2.9233, -2.0908, 0.2508], [-0.9363, -2.8150, 1.4516], [-0.6088, -1.5955, 1.6496], [1.5199, -2.4227, 1.7389], [1.8719, -3.9797, 0.8852], [1.8835, -3.9164, 2.6197], [-0.0609, -5.1617, 0.0552], [0.4393, -5.8226, 1.6389], [-1.9796, -5.3407, 2.5720], [-1.9065, -6.5546, 1.1679], [-3.5321, -4.6982, 0.5133], [-2.0290, -4.6907, -0.5074], [-2.5508, -1.9024, -0.7790], [-3.9866, -2.3539, 0.1431], [-2.8041, -1.1783, 0.8486]],
  "mulliken_charge": [-0.65, -0.36, -0.32, -0.88, -0.48, 0.24, -0.36, 0.37, 0.48, 0.51, 0.62, 0.54, 0.04, 0.09, 0.23, -1.54, 1.08, -2.48, -0.54, -2.43, 1.47, -1.20, -0.87, -0.60, 0.31, 0.39, 0.44, 0.66, 0.56, 0.19, 1.25, 0.66, 0.70, 0.42, 0.38, 0.07],
  "orbital_gap_ev": [2.7, 7.6],
  "homo_ev": [0.719, -4.381],
  "multiplicity": 4,
  "total_charge": -1
}



{
  "formula": "C23H32N2O3",
  "method": "ωB97M-V with the def2-TZVPD basis set",
  "symbols": ["C", "C", "O", "C", "C", "C", "C", "C", "C", "N", "C", "C", "N", "C", "C", "C", "C", "C", "C", "C", "C", "C", "C", "C", "O", "C", "C", "O", "H", "H", "H", "H", "H", "H", "H", "H", "H", "H", "H", "H", "H", "H", "H", "H", "H", "H", "H", "H", "H", "H", "H", "H", "H", "H", "H", "H", "H", "H", "H", "H"],
  "coordinates": [[7.5515, 1.5134, 0.4761], [6.3482, 1.7404, 1.3858], [5.1193, 1.6294, 0.7009], [4.6714, 0.3841, 0.3104], [5.1940, -0.8347, 0.7029], [4.6269, -2.0077, 0.2275], [3.5449, -1.9664, -0.6273], [2.9921, -0.7534, -1.0237], [1.7702, -0.6988, -1.9099], [0.4996, -0.8020, -1.2094], [0.2663, -2.0828, -0.5767], [-1.1894, -2.1534, -0.1089], [-1.4552, -1.0425, 0.7703], [-2.4761, -1.2052, 1.7645], [-3.8985, -1.6465, 1.3225], [-4.7497, -0.5640, 0.7318], [-5.2664, -0.6812, -0.5550], [-6.0509, 0.3202, -1.1015], [-6.3319, 1.4601, -0.3682], [-5.8341, 1.5842, 0.9195], [-5.0555, 0.5779, 1.4655], [-1.2100, 0.2446, 0.1582], [-2.0861, 0.5864, -1.0643], [-2.2707, 2.0960, -1.2153], [-2.8622, 2.6958, -0.0864], [0.2679, 0.2644, -0.2540], [3.5623, 0.4247, -0.5520], [3.0641, 1.6330, -0.9359], [8.4687, 1.6529, 1.0412], [7.5326, 2.2225, -0.3480], [7.5383, 0.5073, 0.0638], [6.3736, 1.0585, 2.2442], [6.3528, 2.7669, 1.7639], [6.0383, -0.8895, 1.3717], [5.0444, -2.9561, 0.5300], [3.1220, -2.8848, -1.0053], [1.8082, -1.5156, -2.6366], [1.7637, 0.2523, -2.4474], [0.9251, -2.2356, 0.2960], [0.4542, -2.8774, -1.3035], [-1.8461, -2.1593, -0.9941], [-1.3440, -3.0836, 0.4442], [-2.5469, -0.2674, 2.3192], [-2.1180, -1.9779, 2.4592], [-4.3984, -2.0237, 2.2192], [-3.8095, -2.4750, 0.6181], [-5.0533, -1.5691, -1.1347], [-6.4419, 0.2096, -2.1023], [-6.9398, 2.2446, -0.7933], [-6.0580, 2.4657, 1.5024], [-4.6833, 0.6795, 2.4746], [-1.3765, 1.0099, 0.9241], [-3.0680, 0.1257, -0.9534], [-1.6155, 0.1908, -1.9643], [-1.3042, 2.5912, -1.3323], [-2.8751, 2.3006, -2.1125], [-3.6978, 2.2460, 0.0965], [0.8912, 0.1460, 0.6482], [0.5143, 1.2161, -0.7240], [3.6070, 2.3127, -0.5124]],
  "mulliken_charge": [-1.07, -0.44, -0.52, 0.91, -0.34, -1.38, -0.24, 0.72, -2.00, 0.33, -0.83, -0.90, 0.19, -1.10, -1.13, 0.78, -0.20, -0.62, -0.26, -0.89, -0.25, 0.09, -0.30, -0.83, -0.58, -1.27, 0.39, -0.63, 0.38, 0.31, 0.35, 0.33, 0.36, 0.33, 0.37, 0.43, 0.68, 0.53, 0.40, 0.39, 0.20, 0.54, 0.59, 0.41, 0.41, 0.40, 0.34, 0.40, 0.39, 0.35, 0.35, 0.64, -0.18, 0.58, 0.44, 0.28, 0.30, 0.24, 0.48, 0.36],
  "orbital_gap_ev": 8.5,
  "homo_ev": -7.693,
  "total_charge": 0,
  "smiles": "CCOc1cccc(CN2CCN(CCc3ccccc3)[C@H](CCO)C2)c1O"
}



Number 1: E_tot -111817.23281 eV. Number 2: E_tot -10822.71322 eV. Number 3: E_tot -38003.89998 eV. Number 4: E_tot -95211.58497 eV. Number 5: E_tot -63670.89542 eV. Number 6: E_tot -33492.63246 eV.